{
  "formula": "C17H22Br3N4O11V",
  "method": "ωB97M-V/def2-TZVPD",
  "spin_multiplicity": 1,
  "e_above_lowest_kj_mol": 0.0,
  "lumo_ev": -2.4,
  "homo_lumo_gap_ha": 0.244,
  "species": ["O", "V", "O", "C", "C", "O", "H", "H", "H", "H", "H", "C", "N", "O", "O", "H", "H", "H", "C", "N", "O", "O", "H", "H", "H", "C", "C", "C", "C", "C", "C", "N", "O", "O", "H", "H", "H", "H", "H", "C", "C", "C", "C", "C", "C", "N", "O", "O", "H", "H", "H", "H", "H", "C", "Br", "Br", "Br", "H"],
  "coordinates": [[4.740, -3.108, -2.243], [3.619, -3.583, -1.228], [4.176, -3.487, 0.203], [2.041, -0.857, 0.900], [1.836, -0.821, -0.583], [1.868, -2.029, -1.264], [2.949, -1.346, 1.253], [1.174, -1.054, 1.530], [2.194, 0.191, 1.159], [2.587, -0.133, -0.972], [0.968, -0.199, -0.804], [2.152, 0.716, -4.016], [1.413, -0.583, -4.330], [2.100, -1.373, -4.891], [0.281, -0.857, -3.896], [3.061, 0.260, -3.627], [1.787, 1.319, -3.184], [2.312, 1.243, -4.957], [0.903, -3.695, 4.746], [-0.242, -3.804, 3.796], [-0.577, -2.796, 3.211], [-0.777, -4.822, 3.560], [1.117, -4.709, 5.086], [0.746, -3.083, 5.635], [1.746, -3.247, 4.220], [-6.331, 1.310, -2.876], [-6.258, -0.105, -2.773], [-5.044, -0.651, -2.500], [-3.870, 0.154, -2.347], [-4.067, 1.566, -2.503], [-5.282, 2.164, -2.720], [-2.471, -0.271, -2.088], [-2.229, -1.483, -2.226], [-1.667, 0.538, -1.762], [-7.333, 1.670, -3.061], [-7.156, -0.664, -2.992], [-4.912, -1.722, -2.449], [-3.308, 2.289, -2.245], [-5.359, 3.239, -2.646], [0.150, 1.900, 4.383], [-0.599, 3.136, 4.350], [-1.200, 3.505, 3.166], [-1.129, 2.689, 1.988], [-0.321, 1.516, 2.073], [0.261, 1.076, 3.237], [-1.759, 3.156, 0.778], [-1.828, 4.344, 0.551], [-2.280, 2.211, 0.122], [0.486, 1.490, 5.324], [-0.739, 3.840, 5.157], [-1.667, 4.463, 2.995], [-0.137, 0.900, 1.205], [0.647, 0.070, 3.314], [6.172, -0.169, -0.639], [8.077, 0.169, -1.122], [5.075, 1.466, -0.882], [6.064, -0.961, 1.173], [5.840, -0.981, -1.287]],
  "mulliken_charge": [-0.66, 1.59, -0.57, -0.74, 0.94, -0.73, 0.09, 0.16, 0.33, -0.19, -0.12, -0.75, 0.95, -0.57, -0.48, 0.29, 0.24, 0.33, -0.70, 0.91, -0.53, -0.54, 0.32, 0.28, 0.25, -0.06, -0.64, -0.26, -0.20, 0.37, -0.96, 0.99, -0.60, -0.52, 0.31, 0.39, 0.42, 0.35, 0.39, -0.42, -0.66, -0.29, -0.05, 0.16, -0.39, 0.82, -0.57, -0.42, 0.38, 0.37, 0.40, 0.40, 0.23, 0.02, -0.07, -0.04, -0.03, 0.09]
}


{
  "formula": "C17H22BrNO3PdSSi",
  "method": "ωB97M-V/def2-TZVPD",
  "spin_multiplicity": 1,
  "e_above_lowest_kj_mol": 160.9,
  "lumo_ev": [-1.4, -1.4],
  "homo_lumo_gap_ha": [0.247, 0.246],
  "species": ["Pd", "C", "Si", "C", "C", "C", "C", "C", "C", "N", "C", "S", "H", "H", "H", "H", "H", "H", "H", "H", "H", "H", "H", "H", "C", "C", "O", "H", "H", "H", "H", "H", "H", "Br", "C", "C", "C", "C", "C", "C", "C", "O", "O", "H", "H", "H", "H"],
  "coordinates": [[0.054, -0.070, 0.390], [-4.518, 2.127, -2.090], [-4.181, 3.382, -0.707], [-3.968, 5.129, -1.459], [-5.646, 3.333, 0.523], [-2.607, 3.110, 0.346], [-2.402, 3.947, 1.436], [-1.308, 3.794, 2.276], [-0.383, 2.809, 1.983], [-0.549, 2.000, 0.950], [-1.653, 2.098, 0.176], [-1.757, 0.785, -0.955], [-5.437, 2.379, -2.613], [-4.626, 1.122, -1.697], [-3.717, 2.105, -2.820], [-4.850, 5.427, -2.017], [-3.125, 5.159, -2.144], [-3.793, 5.886, -0.700], [-6.582, 3.574, 0.027], [-5.530, 4.032, 1.345], [-5.757, 2.343, 0.956], [-3.128, 4.716, 1.653], [-1.191, 4.412, 3.151], [0.502, 2.663, 2.590], [4.218, -0.798, -1.134], [2.860, -0.682, -0.455], [1.942, 0.051, -1.272], [4.933, -1.285, -0.478], [4.584, 0.195, -1.380], [4.134, -1.381, -2.050], [2.938, -0.108, 0.479], [2.449, -1.678, -0.237], [1.779, -0.470, -2.070], [-0.780, -7.357, 2.621], [-0.243, -5.644, 3.261], [0.067, -5.488, 4.604], [0.459, -4.240, 5.063], [0.513, -3.162, 4.197], [0.193, -3.334, 2.853], [-0.173, -4.586, 2.377], [0.197, -2.176, 1.911], [0.237, -1.013, 2.395], [0.153, -2.377, 0.672], [0.000, -6.325, 5.284], [0.718, -4.114, 6.105], [0.796, -2.182, 4.549], [-0.406, -4.702, 1.330]],
  "mulliken_charge": [-0.09, -1.11, 0.27, -1.09, -1.08, 0.24, -0.29, -0.77, -0.41, -0.46, 1.20, -0.24, 0.31, 0.35, 0.35, 0.33, 0.34, 0.34, 0.34, 0.34, 0.34, 0.33, 0.38, 0.40, -1.25, 0.03, -0.48, 0.37, 0.30, 0.34, 0.27, 0.22, 0.27, -0.20, 0.02, -0.36, -0.52, -0.45, 0.16, -0.38, 1.36, -0.85, -0.83, 0.40, 0.39, 0.39, 0.47]
}


{
  "formula": "C17H22Cl2O5Sn",
  "method": "ωB97M-V/def2-TZVPD",
  "spin_multiplicity": 1,
  "e_above_lowest_kj_mol": 294.2,
  "lumo_ev": [4.6, 4.6],
  "homo_lumo_gap_ha": [0.215, 0.180],
  "charge": -2,
  "species": ["C", "C", "C", "C", "C", "C", "C", "C", "C", "C", "Sn", "Cl", "Cl", "O", "H", "H", "H", "H", "H", "H", "H", "H", "H", "H", "H", "H", "H", "H", "H", "H", "O", "H", "O", "C", "C", "C", "C", "C", "C", "C", "O", "O", "H", "H", "H", "H", "H"],
  "coordinates": [[-0.689, -0.673, -2.909], [0.392, 0.217, -3.130], [0.064, 1.461, -2.533], [1.662, -0.115, -3.791], [-1.242, 1.349, -1.972], [-1.714, 0.031, -2.218], [-3.031, -0.510, -1.838], [-0.725, -2.096, -3.303], [0.936, 2.649, -2.502], [-1.998, 2.401, -1.265], [-1.136, -1.322, 2.060], [2.751, -0.887, -1.055], [0.157, -3.482, 1.624], [-0.969, 0.620, 1.025], [1.962, -1.142, -3.558], [2.459, 0.540, -3.429], [1.581, -0.003, -4.880], [1.901, 2.381, -2.055], [0.474, 3.444, -1.911], [1.121, 3.028, -3.516], [-1.344, 3.257, -1.055], [-2.388, 2.008, -0.312], [-2.847, 2.755, -1.880], [-3.545, 0.176, -1.153], [-2.938, -1.485, -1.339], [-3.667, -0.641, -2.727], [0.184, -2.596, -2.951], [-0.783, -2.205, -4.393], [-1.594, -2.592, -2.862], [-0.301, 1.082, 1.572], [-2.733, -1.727, 1.233], [-2.594, -2.785, 0.911], [1.195, -2.359, 5.237], [1.854, -1.250, 5.651], [2.701, -1.381, 6.766], [3.438, -0.282, 7.211], [3.317, 0.948, 6.543], [2.470, 1.062, 5.428], [1.682, -0.011, 4.969], [0.797, 0.204, 3.805], [0.786, 1.209, 3.170], [-0.026, -0.862, 3.555], [0.609, -2.069, 4.506], [2.768, -2.351, 7.261], [4.096, -0.397, 8.080], [3.896, 1.813, 6.897], [2.393, 2.017, 4.907]],
  "mulliken_charge": [0.63, 0.54, 0.61, -1.71, 0.55, 0.64, -1.48, -1.62, -1.65, -1.50, 0.35, -0.87, -0.54, -0.71, 0.36, 0.36, 0.38, 0.35, 0.36, 0.26, 0.38, 0.26, 0.29, 0.38, 0.20, 0.28, 0.34, 0.27, 0.38, 0.38, -0.60, 0.27, -0.64, 0.56, -0.69, -0.18, -0.61, -0.46, 0.01, 1.08, -0.71, -0.42, 0.51, 0.38, 0.32, 0.33, 0.39]
}


{
  "formula": "C17H22ClN3O2",
  "method": "ωB97M-V/def2-TZVPD",
  "smiles": "CCCN(Cc1nc(-c2ccc(Cl)cc2)no1)C[C@@H]1CCCO1",
  "spin_multiplicity": 1,
  "e_above_lowest_kj_mol": 218.0,
  "lumo_ev": 0.4,
  "homo_lumo_gap_ha": 0.336,
  "species": ["C", "C", "C", "N", "C", "C", "N", "C", "C", "C", "C", "C", "Cl", "C", "C", "N", "O", "C", "C", "C", "C", "C", "O", "H", "H", "H", "H", "H", "H", "H", "H", "H", "H", "H", "H", "H", "H", "H", "H", "H", "H", "H", "H", "H", "H"],
  "coordinates": [[1.998, 2.854, 3.631], [1.467, 1.482, 4.030], [1.798, 0.360, 3.030], [1.062, 0.330, 1.781], [-0.369, 0.189, 1.936], [-0.951, -0.654, 0.857], [-1.976, -0.376, 0.113], [-2.090, -1.480, -0.690], [-3.115, -1.621, -1.703], [-4.038, -0.595, -1.897], [-5.024, -0.720, -2.856], [-5.084, -1.875, -3.622], [-6.316, -2.037, -4.820], [-4.170, -2.904, -3.440], [-3.186, -2.775, -2.481], [-1.173, -2.378, -0.432], [-0.431, -1.853, 0.579], [1.448, 1.290, 0.771], [1.405, 0.702, -0.656], [2.229, -0.596, -0.770], [3.273, -0.279, -1.845], [3.298, 1.249, -1.828], [1.966, 1.636, -1.567], [1.827, 3.567, 4.435], [3.068, 2.809, 3.440], [1.503, 3.228, 2.740], [0.386, 1.537, 4.172], [1.909, 1.202, 4.989], [2.861, 0.404, 2.783], [1.617, -0.602, 3.521], [-0.572, -0.313, 2.887], [-0.909, 1.149, 1.921], [-3.969, 0.292, -1.288], [-5.743, 0.069, -3.012], [-4.234, -3.794, -4.047], [-2.464, -3.560, -2.319], [2.477, 1.600, 0.960], [0.813, 2.190, 0.779], [0.364, 0.565, -0.967], [1.610, -1.446, -1.045], [2.695, -0.814, 0.190], [4.247, -0.712, -1.630], [2.936, -0.631, -2.820], [3.589, 1.698, -2.778], [3.970, 1.617, -1.038]],
  "mulliken_charge": [-1.13, -0.27, -1.14, 0.54, -0.54, 0.30, -0.56, 0.50, 0.06, -0.23, -0.74, 0.46, -0.21, -0.70, -0.40, -0.64, -0.08, -1.20, 0.36, -0.57, -0.53, -0.48, -0.51, 0.41, 0.29, 0.22, 0.24, 0.41, 0.50, 0.45, 0.55, 0.19, 0.49, 0.41, 0.42, 0.48, 0.57, 0.12, 0.23, 0.24, 0.29, 0.33, 0.26, 0.37, 0.24]
}